Entry 1:
Here is a structure of composition C12H25O13Tl in a non-equilibrium geometry from the Open Molecules 2025 dataset. Energies are from ωB97M-V with the def2-TZVPD basis set.

ORCA input file:
```
! RIJCOSX wB97M-V def2-TZVPD def2/J DEFGRID3
* xyz 3 2
Tl 1.843 0.398 0.123
O -2.418 1.776 -1.672
O 2.824 0.086 -4.817
O 0.056 -2.056 3.393
O 1.567 0.182 -2.798
O -0.745 0.411 1.621
O -0.707 0.296 -1.264
O -2.980 -0.087 1.874
O -2.657 -0.168 -2.396
O -2.335 1.789 2.578
O 1.939 -0.778 2.832
O 2.011 -2.712 4.160
O 1.710 1.908 -4.246
O 1.272 3.143 0.105
C 3.382 -2.756 4.282
C -2.940 -1.311 1.285
C 3.259 -1.258 -4.696
C -2.323 -1.539 -2.709
C -1.913 0.658 2.006
C -1.812 0.585 -1.770
C -1.806 2.907 -1.111
C -1.362 2.844 2.778
C 1.083 2.925 -3.514
C 1.387 -1.761 3.394
C 1.954 0.658 -3.856
C -0.473 -3.395 3.584
H -0.181 -3.753 4.572
H -1.346 2.661 -0.154
H 3.729 -1.853 4.783
H -0.023 -4.085 2.870
H -1.923 3.719 3.107
H 1.608 3.827 -3.827
H -2.191 -2.035 1.605
H -3.877 -1.826 1.495
H -1.427 -1.632 -3.323
H 4.275 -1.390 -5.068
H 2.583 -1.918 -5.238
H -3.174 -2.043 -3.166
H 3.310 -1.644 -3.677
H -0.509 2.496 3.361
H 1.290 4.115 0.204
H -2.804 -1.125 0.219
H 1.321 2.681 -2.479
H -2.542 3.711 -1.131
H -0.925 3.188 -1.687
H 3.710 -3.486 5.023
H -0.001 3.002 -3.590
H 3.953 -2.979 3.381
H -1.545 -3.203 3.560
H -2.214 -2.125 -1.797
H -0.914 2.955 1.791
*
```

Values from the calculation:
<S²>	1.78
Kohn-Sham gap (spin up / spin down)	3.2 / 3.3	eV
energy	-1621.403854	a.u.



Entry 2:
Here is a structure of composition C12H26BBrGaINO11S2 in a non-equilibrium geometry from the Open Molecules 2025 dataset. Energies are from ωB97M-V with the def2-TZVPD basis set.

ORCA input file:
```
! RIJCOSX wB97M-V def2-TZVPD def2/J DEFGRID3
* xyz -1 1
I -3.235 0.455 0.760
Br -1.000 2.258 -4.800
Ga 0.909 -0.022 -1.074
S 3.975 -3.249 2.186
S -7.448 2.636 0.571
O -8.460 1.985 1.319
O 3.198 -3.826 1.156
O -0.658 0.314 2.184
O 3.789 0.952 -0.360
O -7.700 4.222 0.622
O -7.170 2.280 -0.767
O 2.351 0.863 1.519
O 4.341 -4.404 3.240
O 3.022 -2.395 3.148
O -6.102 2.627 1.433
O 5.133 -2.483 1.918
N 2.464 -0.810 -4.550
C 3.868 -4.046 4.546
C -0.745 0.876 -3.380
C -1.117 -0.123 1.151
C -2.106 0.343 -3.008
C 4.591 -0.185 -0.024
C 2.822 -1.052 -3.145
C -6.883 4.807 1.642
C 2.652 -3.179 4.286
C 0.019 1.423 -2.228
C 1.613 -1.475 -2.324
C -5.628 3.961 1.643
C -0.469 -0.977 0.188
B 2.498 0.686 0.127
H -4.959 4.225 0.823
H -2.016 -0.615 -2.530
H 3.316 -0.174 -2.731
H 0.856 -1.835 -3.009
H -5.088 4.011 2.584
H 3.628 -4.946 5.106
H 3.567 -1.840 -3.143
H 3.283 -0.562 -5.078
H -2.735 0.264 -3.880
H 0.112 -1.657 0.795
H -2.591 1.047 -2.355
H 2.413 -2.524 5.119
H 0.832 2.011 -2.637
H -7.414 4.740 2.595
H 2.456 0.002 1.930
H -0.596 2.105 -1.655
H 4.813 -0.164 1.030
H -1.184 -1.559 -0.370
H 5.504 -0.174 -0.595
H 1.900 -2.323 -1.714
H 4.046 -1.092 -0.278
H -6.689 5.849 1.403
H -0.200 0.076 -3.851
H 1.793 -0.061 -4.625
H 4.654 -3.490 5.060
H 1.776 -3.778 4.027
*
```

Values from the calculation:
Kohn-Sham gap	6.7	eV
energy	-6973.008443	a.u.



Entry 3:
Here is a structure of composition C12H26BrN3OSi2 from the Open Molecules 2025 dataset. Energies are from ωB97M-V with the def2-TZVPD basis set.

ORCA input file:
```
! RIJCOSX wB97M-V def2-TZVPD def2/J DEFGRID3
* xyz 0 1
Br 0.232 -2.885 -4.087
Si 1.785 -4.231 -4.934
Si 4.469 -3.924 -4.090
O 2.927 -4.508 -3.801
N -0.431 1.816 1.214
N 5.470 0.200 -2.131
N -5.427 2.829 3.694
C -5.670 2.578 2.601
C -3.571 2.582 0.472
C -0.550 -0.612 4.036
C -5.980 2.239 1.217
C 3.127 -0.935 -2.036
C -0.311 1.914 3.814
C -0.378 1.870 2.359
C -4.760 1.631 0.515
C 2.218 0.756 -0.355
C 0.278 0.619 4.387
C 2.028 0.083 -1.708
C 4.441 -0.307 -2.089
H -2.734 2.125 -0.048
H -4.475 0.711 1.028
H 3.149 1.326 -0.325
H 1.996 0.842 -2.491
H 1.400 1.440 -0.152
H 0.341 0.722 5.470
H 2.935 -1.402 -3.002
H 1.068 -0.435 -1.725
H -6.816 1.540 1.220
H -1.574 -0.513 4.400
H -6.304 3.146 0.706
H 1.297 0.493 4.019
H 0.296 2.773 4.097
H 4.397 -2.515 -4.531
H -5.045 1.353 -0.501
H -0.585 -0.771 2.958
H 2.362 -3.523 -6.089
H 5.250 -4.004 -2.848
H 1.189 -5.499 -5.369
H -3.229 2.834 1.476
H 5.057 -4.733 -5.175
H -1.321 2.078 4.194
H 3.152 -1.724 -1.282
H 2.245 0.017 0.450
H -0.118 -1.505 4.487
H -3.829 3.509 -0.044
*
```

Values from the calculation:
Kohn-Sham gap	11.4	eV
energy	-3865.423355	a.u.



Entry 4:
Here is a cluster of 3 separate species, C12H26BrNO5S in total from the Open Molecules 2025 dataset. Energies are from ωB97M-V with the def2-TZVPD basis set.

ORCA input file:
```
! RIJCOSX wB97M-V def2-TZVPD def2/J DEFGRID3
* xyz 0 1
Br 1.255 -0.482 -1.911
S -0.763 -1.088 3.313
O -1.633 -2.182 2.926
O 3.105 -2.771 -3.612
O -1.556 -0.208 4.458
O 0.943 3.542 -3.092
O -0.918 0.071 2.191
N -2.911 -0.576 4.733
C -0.510 5.424 -3.159
C -2.990 -1.666 5.716
C 2.506 -4.671 -4.911
C 2.017 5.605 -3.579
C -0.049 0.843 -1.336
C -0.815 -2.300 6.908
C -0.061 1.016 0.169
C 0.828 4.734 -3.259
C -2.077 -1.440 6.924
C 2.541 -3.196 -4.591
C -0.322 -0.277 0.920
C 1.828 -2.277 -5.553
H -0.742 5.925 -4.101
H -0.084 -1.942 7.634
H -1.009 -0.924 0.373
H -1.820 -0.383 6.990
H 1.471 -5.018 -4.956
H 2.129 6.378 -2.816
H -1.014 0.498 -1.700
H -1.287 4.700 -2.928
H -0.477 6.192 -2.384
H 0.879 1.464 0.496
H 0.215 1.768 -1.838
H -1.053 -3.335 7.158
H 1.863 6.112 -4.533
H 2.255 -2.377 -6.553
H 2.918 5.000 -3.624
H 0.773 -2.553 -5.619
H -0.863 1.717 0.418
H -2.645 -1.672 7.827
H -0.339 -2.311 5.927
H -4.033 -1.658 6.038
H -3.290 -0.879 3.840
H -2.788 -2.642 5.264
H 2.953 -4.852 -5.890
H 1.915 -1.248 -5.212
H 3.047 -5.228 -4.151
H 0.605 -0.832 1.085
*
```

Values from the calculation:
Kohn-Sham gap	9.9	eV
energy	-3875.903252	a.u.



- energy of number 3 (C12H26BrN3OSi2)?
  -3865.423355 a.u.